No. 1
C18H36As2AuINO2 | ωB97M-V with the def2-TZVPD basis set

The geometry in XYZ format:
```
61
Properties=species:S:1:pos:R:3:forces:R:3
Au 0.011 0.303 0.181 -0.3 0.4 -0.4
C 1.837 0.585 4.300 -0.1 0.1 0.2
C 1.303 1.937 3.819 -0.2 -0.2 -0.3
C -0.071 1.544 3.290 -0.2 0.8 0.7
O 0.100 0.260 2.698 -0.4 0.0 -1.6
C 1.172 -0.405 3.349 0.9 -1.4 0.4
H 1.528 0.394 5.331 0.0 0.0 -0.1
H 2.923 0.522 4.276 0.0 0.0 0.0
H 1.918 2.332 3.006 0.0 0.1 0.0
H 1.238 2.678 4.610 0.1 0.1 0.0
H -0.480 2.218 2.535 0.0 0.0 0.0
H -0.788 1.447 4.117 0.1 0.0 -0.2
H 1.859 -0.783 2.577 -0.1 0.1 0.2
H 0.767 -1.286 3.867 0.1 0.2 -0.1
C 3.652 -1.914 0.520 -0.2 -0.1 -0.1
C 3.858 -0.410 0.455 -0.5 -0.2 0.5
As 2.423 0.480 -0.584 0.7 -0.1 -0.7
C 2.273 -0.544 -2.262 -0.5 0.0 0.3
C 3.576 -0.504 -3.037 0.3 0.1 -0.1
C 3.105 2.259 -1.085 -0.6 0.4 0.1
C 4.590 2.453 -0.812 0.2 -0.4 0.2
H 4.435 -2.373 1.124 0.0 0.0 0.0
H 3.704 -2.357 -0.474 0.0 -0.1 0.0
H 2.688 -2.177 0.965 0.1 0.0 0.0
H 4.796 -0.175 -0.066 -0.4 0.3 -0.1
H 3.921 0.036 1.454 -0.1 0.1 -0.2
H 1.455 -0.096 -2.834 0.0 -0.1 0.1
H 1.995 -1.569 -1.996 0.0 0.2 0.0
H 3.849 0.512 -3.330 0.0 -0.1 0.0
H 3.450 -1.083 -3.956 0.0 0.0 0.1
H 4.402 -0.954 -2.483 0.0 0.0 0.0
H 2.517 2.998 -0.538 -0.1 -0.1 -0.1
H 2.865 2.370 -2.149 -0.1 -0.1 0.2
H 4.812 2.447 0.259 0.0 0.0 -0.2
H 4.898 3.421 -1.205 -0.1 0.1 0.0
H 5.195 1.694 -1.309 0.1 0.1 0.0
I -0.607 -2.620 -0.298 0.1 1.0 0.3
C -2.381 -1.571 0.166 -0.5 -0.3 0.0
C -3.620 -2.185 0.170 0.4 -0.1 0.0
C -4.707 -1.422 0.575 -0.1 0.2 0.1
C -4.508 -0.104 0.965 0.2 0.0 -0.1
C -3.228 0.429 0.885 -0.6 0.4 0.2
N -2.194 -0.296 0.482 1.5 0.0 -0.4
H -3.732 -3.223 -0.107 0.0 0.0 0.0
H -5.700 -1.857 0.596 0.1 0.0 0.0
H -5.322 0.502 1.329 -0.1 0.1 0.0
H -3.017 1.459 1.148 -0.1 0.0 0.0
C -1.878 4.544 -0.466 0.1 -0.2 -0.1
As -0.996 3.330 -1.699 -0.7 0.5 -0.6
C -2.272 2.272 -2.708 0.2 0.2 0.2
C 0.087 4.365 -2.935 -0.1 -0.2 0.2
O 0.079 2.302 -0.877 0.7 -1.5 1.0
H -2.277 5.382 -1.042 0.0 -0.1 0.0
H -1.158 4.927 0.261 0.0 -0.1 -0.1
H -2.705 4.053 0.050 0.1 0.0 -0.1
H -2.930 2.940 -3.267 0.0 0.0 0.1
H -2.868 1.654 -2.035 0.0 0.1 0.0
H -1.727 1.636 -3.409 0.0 0.1 0.1
H -0.575 5.096 -3.404 0.0 0.0 0.0
H 0.506 3.718 -3.709 -0.1 0.0 0.2
H 0.885 4.894 -2.406 -0.2 -0.1 0.0
```
Forces are in eV/Å.

Values from the calculation:
**HOMO level (alpha / beta)**: -18.3425 / -18.3413 eV
**E_tot**: -5816.54943 Eh
**Lowest unoccupied orbital energy (alpha / beta)**: -12.702 / -12.702 eV
**Gap between HOMO and LUMO (alpha / beta)**: 0.2073 / 0.2072 hartree
**ΔE to the lowest compared entry with this formula, charge and spin**: 79.7 kJ/mol
**2S+1**: 1
**Total charge**: +3

---

No. 2
C18H36BN6O2 | ωB97M-V with the def2-TZVPD basis set

The geometry in XYZ format:
```
63
Properties=species:S:1:pos:R:3:forces:R:3
C 1.748 -0.812 0.890 0.1 0.2 -0.1
C 1.153 -1.575 -0.280 -0.2 0.0 -0.1
O 0.873 -2.942 0.053 0.2 -0.1 0.0
B 0.210 -3.390 1.137 -0.2 0.0 0.0
O 0.626 -4.553 1.721 0.3 0.3 0.0
C -1.101 -2.637 1.700 0.1 0.0 0.0
C -2.167 -3.461 2.414 -0.1 0.2 0.0
C -3.088 -2.457 3.091 -0.2 -0.1 0.1
N -3.403 -1.312 2.204 1.5 0.2 0.1
C -2.860 -1.162 0.992 -0.1 -0.1 -0.1
N -3.377 -0.222 0.136 -0.1 0.1 0.2
N -1.795 -1.895 0.631 -1.0 -0.5 0.5
H 0.990 -0.341 1.516 -0.1 -0.1 0.1
H 2.384 -0.009 0.520 0.0 0.0 0.0
H 2.375 -1.468 1.495 0.0 0.0 0.0
H 1.851 -1.617 -1.111 0.1 -0.1 0.0
H 0.247 -1.088 -0.645 0.0 0.0 0.0
H 0.526 -4.560 2.676 -0.3 -0.4 0.1
H -0.790 -1.868 2.418 0.3 0.0 -0.1
H -2.708 -4.056 1.677 0.0 -0.1 0.1
H -1.767 -4.141 3.162 0.0 0.0 0.0
H -2.644 -2.057 4.003 0.1 0.0 0.0
H -4.031 -2.920 3.377 -0.1 0.1 -0.1
H -3.512 -0.421 2.679 -1.1 -0.1 -0.1
H -4.066 -0.464 -0.554 -0.2 0.0 0.2
H -2.972 0.708 0.114 0.3 -0.1 -0.5
H -1.949 -2.398 -0.239 0.7 0.6 -0.4
C -5.241 2.574 -2.910 0.0 0.0 0.0
C -4.432 3.863 -2.885 0.0 -0.1 0.0
C -2.918 3.619 -2.908 -0.2 0.1 0.0
C -2.460 2.910 -1.715 0.1 0.0 0.0
N -2.098 2.356 -0.775 -0.2 -0.1 0.1
H -5.048 1.973 -2.017 0.0 0.0 0.0
H -6.309 2.783 -2.938 0.0 0.0 0.0
H -4.994 1.973 -3.787 0.0 0.0 0.0
H -4.691 4.452 -2.003 0.0 0.0 0.0
H -4.674 4.473 -3.755 0.0 0.0 0.0
H -2.374 4.560 -2.971 0.0 0.0 0.0
H -2.623 3.036 -3.781 0.0 0.0 0.0
C 2.604 6.737 -4.022 0.0 0.0 0.0
C 1.795 6.529 -2.750 0.0 0.0 0.0
C 1.310 5.082 -2.592 0.0 0.1 0.0
C 0.383 4.692 -3.656 0.1 -0.1 -0.1
N -0.339 4.385 -4.495 0.0 0.0 0.1
H 2.002 6.543 -4.910 0.0 0.0 0.0
H 2.968 7.762 -4.085 0.0 0.0 0.0
H 3.471 6.074 -4.049 0.0 0.0 0.0
H 0.934 7.199 -2.737 0.0 0.0 0.0
H 2.398 6.773 -1.874 0.0 0.0 0.0
H 0.803 4.941 -1.635 0.0 0.0 0.0
H 2.156 4.392 -2.611 0.0 0.0 0.0
C 4.525 -6.091 2.713 0.0 0.0 0.0
C 4.269 -4.636 2.350 0.0 0.0 -0.1
C 5.226 -3.667 3.054 -0.1 0.0 0.0
C 5.025 -3.678 4.504 0.1 0.1 0.0
N 4.852 -3.663 5.638 -0.1 -0.1 0.0
H 4.378 -6.264 3.780 0.0 0.0 0.0
H 3.848 -6.749 2.169 0.0 0.0 0.0
H 5.547 -6.383 2.463 0.0 0.0 0.0
H 3.241 -4.367 2.600 0.0 0.0 0.0
H 4.376 -4.498 1.272 0.0 0.0 0.0
H 5.073 -2.644 2.707 0.0 0.0 0.0
H 6.264 -3.923 2.836 0.0 0.0 0.1
```
Forces are in eV/Å.

Values from the calculation:
**HOMO level**: -13.2476 eV
**E_tot**: -1211.18214 Eh
**Lowest unoccupied orbital energy**: -3.358 eV
**Gap between HOMO and LUMO**: 0.3634 hartree
**2S+1**: 1
**Total charge**: +1

---

No. 3
C18H36Br13NO3P | ωB97M-V with the def2-TZVPD basis set

The geometry in XYZ format:
```
72
Properties=species:S:1:pos:R:3:forces:R:3
O 2.003 -5.631 2.775 -3.6 8.9 -0.8
C 1.500 -4.375 2.615 3.3 -8.2 -0.5
Br 1.018 -3.374 4.277 0.4 -0.5 -1.5
C 1.374 -3.838 1.072 0.7 0.7 0.6
C 1.040 -2.242 0.913 -0.4 -1.2 -0.1
P 0.823 -1.770 -0.966 5.3 -3.5 2.3
O -0.435 -2.721 -1.706 3.6 -12.7 4.4
O 2.338 -1.871 -1.818 -0.5 -2.3 2.3
C -0.412 -1.668 1.512 1.2 1.2 -0.9
C 0.123 -0.304 2.293 -2.6 0.1 1.1
N 1.628 -0.287 2.532 0.8 -1.4 0.1
C 2.178 -1.124 1.361 0.2 1.0 -2.8
H 2.436 -4.020 0.563 -2.2 0.2 1.3
H 0.623 -4.547 0.484 1.4 1.7 1.5
H -0.925 -3.282 -1.024 0.5 -0.6 -0.5
H 3.088 -2.149 -1.212 -1.2 0.2 -1.1
H -1.061 -1.252 0.618 1.2 -0.8 1.8
H -1.093 -2.422 2.096 1.8 1.6 -0.8
H -0.404 -0.276 3.343 1.1 0.3 -2.2
H -0.102 0.682 1.673 0.3 -2.3 1.4
H 1.995 -0.740 3.400 -1.1 0.3 -0.3
H 1.960 0.711 2.609 -0.3 -1.3 -0.6
H 3.306 -1.436 1.388 -2.3 0.3 0.7
H 2.137 -0.316 0.492 0.2 -1.7 1.7
Br 0.439 1.383 5.408 0.1 0.1 0.0
C -0.397 -0.104 6.354 -0.3 0.1 0.2
C 0.346 -0.428 7.629 0.1 -0.2 0.1
Br 1.991 -1.409 7.258 -0.1 0.1 0.0
H -0.444 -0.942 5.653 0.0 0.1 0.2
H -1.412 0.236 6.576 0.2 -0.1 0.0
H -0.246 -1.095 8.261 0.0 0.1 -0.2
H 0.626 0.458 8.205 -0.1 -0.2 -0.2
Br 0.689 -6.107 -5.770 0.0 0.1 0.1
C 1.694 -4.673 -4.912 0.0 -0.1 -0.3
C 2.695 -5.222 -3.923 0.1 0.3 0.1
Br 1.822 -5.784 -2.272 0.1 -0.1 0.0
H 0.963 -3.996 -4.460 0.2 -0.2 0.0
H 2.204 -4.155 -5.729 0.0 -0.1 0.2
H 3.403 -4.446 -3.620 -0.2 -0.1 -0.1
H 3.249 -6.086 -4.300 -0.2 0.2 0.1
Br -1.861 1.861 0.457 -0.2 0.1 0.4
C -3.162 2.564 1.728 0.2 0.2 0.1
C -3.039 1.882 3.071 -0.3 0.1 0.2
Br -3.833 0.101 3.034 0.2 0.0 0.0
H -4.149 2.449 1.271 0.2 -0.1 0.1
H -2.928 3.629 1.814 0.0 -0.2 0.0
H -3.602 2.428 3.833 0.1 -0.1 -0.2
H -2.005 1.764 3.405 -0.2 0.1 -0.1
Br -0.754 -0.935 -2.019 -9.2 14.4 -5.7
C -2.304 -0.560 -3.142 -0.6 0.1 -1.1
C -2.147 0.755 -3.869 -0.5 0.1 -0.3
Br -2.475 2.264 -2.676 0.1 -0.1 -0.6
H -3.184 -0.597 -2.495 0.1 0.1 -0.1
H -2.346 -1.390 -3.853 -0.2 0.2 -0.1
H -2.897 0.850 -4.659 0.1 0.0 0.1
H -1.152 0.898 -4.299 -0.2 -0.1 0.1
Br 3.420 2.358 -4.104 -0.2 0.0 0.1
C 2.118 3.062 -2.834 0.3 0.3 0.0
C 2.242 2.380 -1.491 0.1 0.4 -0.1
Br 1.448 0.598 -1.528 2.0 4.6 0.5
H 1.132 2.947 -3.290 0.2 0.0 0.2
H 2.352 4.127 -2.748 -0.1 -0.2 0.0
H 1.679 2.926 -0.728 0.0 0.0 -0.2
H 3.276 2.262 -1.157 -0.1 0.2 -0.2
Br -3.725 5.451 -4.318 0.0 0.2 0.1
C -2.720 6.886 -3.460 0.0 -0.1 -0.3
C -1.719 6.336 -2.471 0.2 0.2 0.1
Br -2.592 5.774 -0.820 0.0 -0.1 -0.1
H -3.451 7.562 -3.008 0.2 -0.2 0.0
H -2.210 7.403 -4.277 0.0 -0.1 0.2
H -1.011 7.112 -2.167 -0.2 -0.1 -0.1
H -1.165 5.472 -2.848 -0.2 0.2 0.0
```
Forces are in eV/Å.

Values from the calculation:
**HOMO level**: -8.8603 eV
**E_tot**: -34790.77213 Eh
**Lowest unoccupied orbital energy**: -3.025 eV
**Gap between HOMO and LUMO**: 0.2145 hartree
**2S+1**: 1
**Total charge**: +1